Molecular formula: C25H21CrN4O7
Method: DFT, ωB97M-V with the def2-TZVPD basis set

The geometry in XYZ format:
```
58
Properties=species:S:1:pos:R:3
Cr 0.703 0.424 -1.247
C 1.883 -1.480 -4.971
O 3.288 -1.163 -4.737
C 3.870 -0.400 -3.775
C 5.269 -0.535 -3.750
C 5.987 -0.211 -2.626
C 5.398 0.394 -1.525
C 4.007 0.524 -1.526
C 3.460 1.172 -0.416
N 2.182 1.091 -0.082
N 1.812 1.430 1.162
C 0.507 1.272 1.369
O -0.283 0.862 0.440
C -0.037 1.633 2.670
C -1.318 1.324 3.054
C -1.930 1.854 4.195
C -1.258 2.654 5.125
C 0.075 2.855 4.810
C 0.662 2.397 3.619
C 3.147 0.150 -2.641
O 1.926 0.510 -2.774
H 1.904 -2.032 -5.930
H 1.275 -0.572 -5.067
H 1.459 -2.132 -4.189
H 5.736 -1.021 -4.590
H 7.075 -0.383 -2.510
H 5.946 0.653 -0.606
H 4.159 1.658 0.286
H -1.897 0.632 2.441
H -2.996 1.623 4.294
H -1.746 3.066 6.015
H 0.696 3.362 5.544
H 1.679 2.731 3.437
O -2.362 2.835 -2.404
C -1.443 1.921 -2.298
O -0.240 2.157 -1.990
C -1.880 0.464 -2.455
C -3.121 -0.105 -2.738
C -3.281 -1.513 -2.572
C -2.175 -2.305 -2.321
C -0.915 -1.703 -2.205
N -0.843 -0.398 -2.269
C 0.331 -2.393 -1.626
O 0.435 -3.631 -1.644
O 1.229 -1.544 -1.100
H -2.027 3.727 -2.180
H -3.954 0.544 -3.038
H -4.268 -1.942 -2.697
H -2.371 -3.351 -2.053
C -4.904 -1.813 4.856
C -3.442 -1.573 4.507
C -2.960 -2.538 3.545
N -2.438 -3.260 2.818
H -5.198 -1.339 5.797
H -5.108 -2.866 5.066
H -5.570 -1.496 4.036
H -2.815 -1.627 5.409
H -3.319 -0.595 4.058
```

Calculated values
Multiplicity   4
HOMO (spin up / spin down)   -7.01 / -7.07 eV
⟨S²⟩   3.78
Relative energy (zero: lowest compared OMol25 entry of this formula, charge and spin)   12.6 kcal/mol
Kohn-Sham gap (spin up / spin down)   5.6 / 5.5 eV
Charge   0
Largest force on an atom   0.076 Eh/bohr
LUMO energy (spin up / spin down)   -1.46 / -1.54 eV

These are the Löwdin partial charges, in e, on atoms 1 to 8: 0.986 -0.029 -0.090 -0.177 -0.009 -0.107 -0.057 -0.157



Molecular formula: C25H21CsF4NO3S2
Method: DFT, ωB97M-V with the def2-TZVPD basis set

The geometry in XYZ format:
```
57
Properties=species:S:1:pos:R:3
C -5.333 -2.786 -3.822
C -4.883 -2.141 -2.634
C -4.264 -1.671 -1.153
C -4.640 -2.630 0.155
F -5.536 -3.831 -0.016
C -4.021 -2.249 1.626
C -3.067 -0.921 1.746
C -2.692 0.091 0.468
C -3.316 -0.299 -1.025
C -3.014 0.572 -2.383
C -1.626 -0.082 -3.048
C -1.787 -0.401 -4.655
O -0.785 0.381 -5.424
C -0.728 -0.342 -6.736
C 0.408 -1.509 -7.062
O -1.596 -0.027 -7.707
N -1.819 1.308 0.681
C -0.515 0.988 1.377
C 0.970 1.456 0.803
S 1.097 2.480 -0.804
C 2.401 1.070 1.575
C 3.791 1.563 0.853
C 4.090 3.173 0.954
C 2.376 0.197 2.991
C 3.788 -0.210 3.726
O 4.430 0.885 4.469
C 4.008 0.914 5.885
F 4.726 2.075 6.531
F 4.408 -0.298 6.660
F 2.545 1.237 6.024
C 0.887 -0.255 3.586
C 0.733 -1.149 4.987
C 0.497 -1.626 6.302
C -0.505 0.120 2.807
S -2.245 -0.412 3.395
H -5.978 -3.488 -4.537
H -4.292 -2.962 2.524
H -3.944 0.443 -3.121
H -2.909 1.730 -2.209
H -0.768 0.694 -2.807
H -1.311 -1.094 -2.513
H -1.618 -1.573 -4.799
H -2.901 -0.191 -4.981
H 0.015 -2.170 -7.945
H 0.654 -2.169 -6.119
H 1.415 -0.990 -7.416
H -1.695 1.882 -0.182
H 1.661 1.551 -1.733
H 4.739 0.965 1.262
H 3.701 1.230 -0.290
H 3.268 3.723 1.578
H 4.169 3.632 -0.145
H 5.180 3.321 1.415
H 3.569 -1.177 4.392
H 4.544 -0.562 2.872
H 0.384 -2.318 7.259
Cs 3.336 3.851 6.365
```

Calculated values
HOMO   -9.97 eV
Kohn-Sham gap   6.6 eV
Charge   +1
Largest force on an atom   0.194 Eh/bohr
LUMO energy   -3.37 eV

These are the Löwdin partial charges, in e, on atoms 1 to 8: 0.068 -0.064 -0.049 -0.044 -0.076 0.004 -0.359 -0.101



Molecular formula: C25H21FeN5O10S2
Method: DFT, ωB97M-V with the def2-TZVPD basis set

The geometry in XYZ format:
```
64
Properties=species:S:1:pos:R:3
Fe 0.855 0.369 1.334
O 4.782 -0.939 0.812
C 3.554 -0.945 0.866
O 2.836 -0.150 1.570
C 2.791 -2.032 0.089
C 1.745 -2.681 1.003
C 1.252 -4.010 0.420
C 0.328 -3.519 -0.724
C 0.490 -2.003 -0.610
O 0.600 -1.833 0.819
C 1.883 -1.575 -1.109
C 1.910 -0.081 -1.459
O 2.434 0.267 -2.518
O 1.318 0.686 -0.628
H 3.536 -2.754 -0.247
H 2.009 -2.700 2.059
H 0.691 -4.567 1.170
H 2.080 -4.630 0.074
H -0.709 -3.805 -0.546
H 0.628 -3.885 -1.707
H -0.342 -1.401 -0.962
H 2.157 -2.115 -2.015
N -1.368 6.538 -3.045
C -1.268 5.616 -1.983
C -2.281 5.527 -1.031
C -2.168 4.642 0.030
C -1.035 3.853 0.145
C -0.020 3.927 -0.801
C -0.137 4.812 -1.857
S -0.902 2.657 1.432
O -1.778 3.059 2.498
O 0.529 2.568 1.741
N -1.175 1.250 0.758
C -2.427 0.779 0.559
N -2.509 -0.535 0.251
C -3.718 -1.031 0.087
C -4.879 -0.275 0.191
C -4.681 1.074 0.433
N -3.488 1.615 0.602
H -2.322 6.753 -3.293
H -0.847 6.254 -3.862
H -3.163 6.151 -1.129
H -2.950 4.543 0.770
H 0.836 3.266 -0.717
H 0.650 4.870 -2.601
H -3.768 -2.093 -0.144
H -5.863 -0.706 0.073
H -5.526 1.757 0.484
O -1.175 -0.851 7.433
S -0.851 -1.677 6.293
O -1.329 -3.040 6.338
N -1.219 -0.961 4.904
C -0.142 -0.700 4.170
O -0.178 -0.180 3.039
C 1.156 -1.114 4.830
C 2.454 -0.995 4.361
C 3.482 -1.474 5.168
C 3.218 -2.048 6.409
C 1.912 -2.164 6.874
C 0.906 -1.689 6.059
H 2.675 -0.572 3.386
H 4.503 -1.400 4.814
H 4.038 -2.415 7.015
H 1.691 -2.612 7.835
```

Calculated values
Multiplicity   5
HOMO (spin up / spin down)   -3.19 / -2.49 eV
⟨S²⟩   6.01
Relative energy (zero: lowest compared OMol25 entry of this formula, charge and spin)   4.6 kcal/mol
Kohn-Sham gap (spin up / spin down)   7.5 / 6.8 eV
Charge   -2
Largest force on an atom   0.013 Eh/bohr
LUMO energy (spin up / spin down)   4.29 / 4.29 eV

These are the Löwdin partial charges, in e, on atoms 1 to 8: 0.842 0.012 -0.603 -0.125 -0.097 -0.248 -0.096 -0.101



Molecular formula: C25H21LaN2O7
Method: DFT, ωB97M-V with the def2-TZVPD basis set

The geometry in XYZ format:
```
56
Properties=species:S:1:pos:R:3
C 0.420 -1.622 1.596
C -0.892 -1.844 1.111
C -0.793 -2.217 -0.245
H -1.804 -1.746 1.676
C 0.572 -2.218 -0.596
C 1.329 -1.851 0.536
H 2.402 -1.766 0.587
H 0.681 -1.335 2.600
H -1.613 -2.434 -0.905
H 0.963 -2.409 -1.582
C -0.967 2.154 0.290
C -0.632 1.664 1.563
C 0.772 1.492 1.611
H -1.324 1.429 2.354
C 1.309 1.880 0.362
C 0.225 2.282 -0.454
H 0.285 2.592 -1.484
H -1.960 2.347 -0.077
H 1.337 1.134 2.455
H 2.352 1.886 0.093
La 0.000 0.000 0.000
O -0.311 -0.152 -3.989
C -1.411 -0.919 -4.466
C -0.134 -0.918 -5.186
H -1.688 -1.773 -3.855
H -2.238 -0.345 -4.873
H 0.504 -1.789 -5.059
H 0.803 -1.906 -7.497
C 0.537 -0.859 -7.576
C 0.053 -0.184 -6.459
C -0.268 1.166 -6.569
H -0.615 1.697 -5.694
C -0.115 1.824 -7.779
H -0.362 2.875 -7.852
C 0.357 1.143 -8.893
H 0.477 1.660 -9.836
C 0.685 -0.201 -8.788
H 1.063 -0.737 -9.648
O -0.964 -2.440 3.925
C -1.142 -1.141 4.054
O -0.973 -0.316 3.009
C -0.937 -0.523 5.384
C -1.238 0.830 5.604
C -0.934 1.447 6.833
C -0.290 0.693 7.832
C 0.035 -0.660 7.626
C -0.313 -1.262 6.404
N 0.742 -1.400 8.626
O 1.081 -0.873 9.643
O 1.058 -2.535 8.429
N -1.250 2.824 7.051
O -1.785 3.467 6.199
O -0.978 3.351 8.090
H -1.703 1.405 4.813
H -0.025 1.167 8.768
H -0.042 -2.295 6.227
```

Calculated values
HOMO   -8.47 eV
Kohn-Sham gap   7.8 eV
Charge   0
Largest force on an atom   0.203 Eh/bohr
LUMO energy   -0.70 eV

These are the Löwdin partial charges, in e, on atoms 1 to 8: -0.261 -0.236 -0.228 0.120 -0.255 -0.230 0.119 0.116



Molecular formula: C25H21N3O6S
Method: DFT, ωB97M-V with the def2-TZVPD basis set

The geometry in XYZ format:
```
56
Properties=species:S:1:pos:R:3
C -3.484 -3.231 1.221
C -2.057 -3.068 0.851
C -1.037 -3.478 1.717
C 0.295 -3.318 1.398
C 0.641 -2.782 0.161
N 2.024 -2.585 -0.183
O 2.278 -2.173 -1.293
O 2.853 -2.828 0.670
C -0.348 -2.390 -0.733
C -1.673 -2.509 -0.368
S -2.788 -1.672 -1.502
O -2.244 -1.783 -2.817
O -4.165 -1.979 -1.321
N -2.490 -0.041 -1.005
C -3.132 0.471 0.094
O -3.841 -0.194 0.815
C -2.900 1.926 0.332
C -2.825 2.389 1.643
C -2.631 3.746 1.850
N -2.531 4.622 0.866
C -2.628 4.183 -0.376
C -2.810 2.848 -0.705
C -1.196 0.425 -1.354
C -0.887 0.689 -2.691
C 0.407 0.985 -3.073
C 1.381 1.007 -2.088
O 2.707 1.206 -2.239
C 3.258 1.084 -1.002
C 2.327 0.836 -0.043
C 1.074 0.776 -0.726
C -0.233 0.481 -0.358
C 2.665 0.650 1.398
C 4.156 0.324 1.518
C 4.995 1.314 0.710
C 4.725 1.169 -0.790
H -4.023 -3.759 0.437
H -3.956 -2.252 1.301
H -3.585 -3.764 2.163
H -1.306 -3.918 2.666
H 1.077 -3.608 2.083
H -0.088 -2.008 -1.708
H -2.916 1.698 2.466
H -2.556 4.153 2.849
H -2.555 4.939 -1.146
H -2.893 2.537 -1.734
H -1.670 0.618 -3.428
H 0.659 1.169 -4.104
H -0.491 0.274 0.671
H 2.433 1.567 1.949
H 2.064 -0.153 1.832
H 4.331 -0.688 1.149
H 4.454 0.355 2.567
H 4.749 2.330 1.026
H 6.055 1.149 0.906
H 5.189 0.254 -1.171
H 5.144 2.007 -1.351
```

Calculated values
HOMO   -8.40 eV
SMILES   Cc1ccc([N+](=O)[O-])cc1S(=O)(=O)N(C(=O)c1ccncc1)c1ccc2oc3c(c2c1)CCCC3
Relative energy (zero: lowest compared OMol25 entry of this formula, charge and spin)   39.2 kcal/mol
Kohn-Sham gap   7.6 eV
Charge   0
Largest force on an atom   0.027 Eh/bohr
LUMO energy   -0.84 eV

These are the Löwdin partial charges, in e, on atoms 1 to 8: -0.034 -0.213 -0.004 0.029 -0.137 -0.344 0.105 0.078



Molecular formula: C25H21N4O6S3Se2W
Method: DFT, ωB97M-V with the def2-TZVPD basis set

The geometry in XYZ format:
```
62
Properties=species:S:1:pos:R:3
W 0.409 0.967 -1.146
C -3.114 3.664 2.457
Se -1.251 3.788 1.936
C -0.639 2.199 2.885
C 0.854 1.999 2.711
Se 1.561 2.485 0.934
C 3.382 1.984 1.387
H -3.535 2.715 2.132
H -3.620 4.484 1.953
H -3.211 3.788 3.532
H -1.201 1.343 2.523
H -0.848 2.315 3.949
H 1.154 0.972 2.925
H 1.425 2.670 3.354
H 3.759 2.771 2.036
H 3.971 1.953 0.475
H 3.405 1.026 1.901
O -1.385 4.426 -2.109
C -0.812 3.393 -2.167
O -0.057 2.863 -1.181
C -0.814 2.410 -3.345
O -1.335 2.581 -4.393
O -0.149 1.283 -3.003
O -1.884 1.103 -1.144
S -2.160 0.111 -0.095
O -2.976 0.436 1.023
N -0.566 -0.053 0.309
C -0.111 -0.914 1.322
C -0.854 -1.481 2.323
C -0.226 -2.360 3.233
C 1.101 -2.665 3.129
C 1.885 -2.078 2.106
C 3.256 -2.342 1.894
C 3.899 -1.719 0.863
C 3.194 -0.809 0.055
N 1.925 -0.521 0.237
C 1.267 -1.176 1.227
C -2.710 -1.349 -0.861
C -2.564 -1.479 -2.239
C -3.011 -2.644 -2.841
C -3.587 -3.647 -2.074
C -3.742 -3.494 -0.700
C -3.310 -2.336 -0.081
H -1.904 -1.253 2.441
H -0.822 -2.800 4.021
H 1.567 -3.350 3.825
H 3.777 -3.037 2.541
H 4.943 -1.904 0.653
H 3.697 -0.300 -0.758
H -2.133 -0.682 -2.829
H -2.915 -2.762 -3.911
H -3.934 -4.553 -2.552
H -4.216 -4.271 -0.117
H -3.466 -2.185 0.977
S 0.729 -1.155 -2.269
C 1.743 -0.644 -3.584
C 1.749 -1.476 -4.746
N 1.718 -2.152 -5.674
C 2.539 0.448 -3.486
S 2.576 1.454 -2.053
C 3.429 0.831 -4.535
N 4.151 1.132 -5.377
```

Calculated values
HOMO   -11.11 eV
Relative energy (zero: lowest compared OMol25 entry of this formula, charge and spin)   20.1 kcal/mol
Kohn-Sham gap   5.3 eV
Charge   +1
Largest force on an atom   0.009 Eh/bohr
LUMO energy   -5.81 eV

These are the Löwdin partial charges, in e, on atoms 1 to 8: 1.421 -0.379 0.955 -0.553 -0.465 1.036 -0.322 0.009